1.
44
Properties=species:S:1:pos:R:3 method="wB97M-V/def2-TZVPD" relative_energy_kcal_mol=0.0 homo_lumo_gap_ev="3.2 / 8.8" fmax_ev_per_a=5.79 spin_multiplicity=2 e_homo_ha="-0.235 / -0.443" e_lumo_ev="-3.22 / -3.28" charge=+1
Br -11.284 -14.731 22.374
C -17.520 -11.449 20.603
H -14.314 -10.687 23.171
H -9.121 -10.407 23.004
H -13.971 -5.953 19.832
H -9.121 -12.019 22.740
N -13.549 -6.579 20.502
Br -11.502 -10.866 24.551
H -14.068 -6.401 21.349
H -8.358 -6.828 21.184
H -13.532 -12.273 22.795
Br -18.632 -13.908 19.337
C -13.313 -11.699 24.893
Br -15.644 -11.666 19.985
Br -15.779 -12.694 23.771
H -18.114 -10.904 19.870
H -13.524 -10.403 20.284
C -18.082 -12.850 20.953
H -12.609 -6.264 20.694
O -11.307 -8.732 21.185
Br -12.091 -13.680 17.858
N -9.190 -11.118 22.289
H -9.168 -7.363 19.769
H -17.547 -10.767 21.453
N -8.946 -7.521 20.741
H -10.276 -13.663 20.390
H -13.616 -11.143 25.780
H -10.140 -10.915 22.015
C -12.370 -14.011 19.808
H -8.510 -8.425 20.622
C -12.097 -9.713 20.934
H -13.560 -7.530 20.162
C -11.085 -14.393 20.425
O -11.790 -10.830 21.274
H -8.397 -10.851 21.723
H -17.313 -13.414 21.480
H -9.809 -7.754 21.212
H -13.088 -12.686 25.296
O -13.260 -9.485 20.380
H -19.014 -12.851 21.518
H -12.997 -13.209 20.197
H -13.138 -14.780 19.892
C -14.076 -11.686 23.535
H -10.794 -15.324 19.937

2.
49
Properties=species:S:1:pos:R:3 method="wB97M-V/def2-TZVPD" relative_energy_kcal_mol=298.6 homo_lumo_gap_ev=3.7 fmax_ev_per_a=8.41 e_homo_ha=-0.305 e_lumo_ev=-4.60 charge=+1
O -1.086 -0.700 4.630
H 4.288 -3.354 -1.057
C 3.612 -2.722 0.659
H -5.661 1.562 -2.261
O 0.689 1.346 -3.260
C 3.262 3.155 1.737
H 5.312 -3.798 0.318
H 4.803 -3.464 2.072
N -6.272 1.978 -1.572
O -2.961 -2.524 -1.963
H 1.492 -0.291 5.310
H 2.538 2.866 -5.281
N 2.321 0.736 -4.631
H 5.110 3.126 1.033
H -1.232 -1.496 6.465
N -6.537 2.617 0.417
H 3.416 3.827 3.489
O 2.142 2.725 1.738
N -3.260 -2.591 -4.156
H 4.804 4.088 2.501
H 3.948 2.448 -0.047
H 0.525 0.549 6.478
H -3.937 -4.747 -2.041
H 2.645 0.953 -5.563
H -7.273 1.954 -1.703
H -4.720 -4.427 -3.552
N 3.807 3.941 2.565
H -2.637 -1.812 -4.314
H 3.232 -2.940 2.596
C -5.691 2.421 -0.500
C -0.444 -1.270 5.746
N -3.942 -4.265 -2.928
C 0.810 -0.449 6.146
H -6.291 2.935 1.343
N 4.503 -3.334 -0.070
O 2.588 -2.179 0.448
H 0.947 3.355 -4.933
C -3.363 -3.094 -2.985
H 1.406 -0.898 6.941
C 1.483 1.541 -4.161
H -0.141 -2.279 5.467
N 4.144 2.921 0.824
H 2.333 -0.239 -4.366
N 1.662 2.650 -4.827
H -3.429 -3.181 -4.958
N 3.978 -2.903 1.916
H -7.493 2.735 0.111
O -4.434 2.351 -0.425
Ca -0.994 0.178 0.603

3.
41
Properties=species:S:1:pos:R:3 method="wB97M-V/def2-TZVPD" relative_energy_kcal_mol=19.0 homo_lumo_gap_ev=10.1 fmax_ev_per_a=3.10 e_homo_ha=-0.353 e_lumo_ev=0.46 smiles="COP(=O)(OC)OC.CO.CO.CO.CO"
H 1.119 4.503 3.356
H 1.378 1.772 0.147
C -0.756 -0.542 2.013
H -2.716 -4.510 1.566
O 1.209 -0.151 -3.562
O 1.649 1.726 -1.937
H -0.542 -0.521 3.081
H -1.354 -3.445 1.505
C 0.263 0.431 -4.400
C -3.718 -0.152 -2.127
O -2.509 0.289 -2.693
O -0.352 0.649 1.333
H 2.081 3.210 -0.576
O 2.399 -0.625 -1.418
C 1.382 2.392 -0.749
H 3.003 -0.449 0.514
C -1.663 -4.436 1.838
O 2.897 3.556 3.486
C 1.482 3.495 3.561
H 3.158 4.082 4.246
O -0.191 -0.011 -1.360
H -3.816 -1.171 -2.499
C 2.404 -1.128 -0.093
H -0.057 -5.368 1.160
H -3.615 -0.275 -1.049
O -0.923 -5.598 1.504
H -0.546 0.371 0.435
H -1.833 -0.693 1.944
H 2.945 -2.073 -0.070
H -1.693 -4.263 2.914
H -0.052 1.399 -4.010
H -4.518 0.502 -2.474
H 1.132 2.719 2.880
H -1.779 0.109 -2.096
H -0.220 -1.393 1.593
H 1.058 3.310 4.547
H 0.399 2.855 -0.656
H 0.859 0.821 -5.225
P 1.139 0.194 -2.023
H -0.493 -0.218 -4.842
H 1.392 -1.363 0.236

4.
41
Properties=species:S:1:pos:R:3 method="wB97M-V/def2-TZVPD" relative_energy_kcal_mol=30.8 homo_lumo_gap_ev=8.5 fmax_ev_per_a=1.49 e_homo_ha=-0.308 e_lumo_ev=0.09 smiles="CCCC/C(C)=C/N.O.O.O.O.O.O"
H -0.787 2.931 -0.291
H 0.073 0.068 -0.977
H -0.992 -0.579 3.054
O -0.307 3.755 -0.129
H 0.629 3.651 -0.290
H 1.262 -0.820 2.396
H -1.322 0.996 2.474
H 0.657 -2.137 1.459
O -3.796 -1.916 -2.472
H 2.859 0.697 1.753
H 1.758 -0.821 -0.580
H -2.285 -3.776 1.147
H -1.125 -0.117 -3.517
C 3.993 0.805 -0.080
C 2.684 0.579 0.686
H -0.740 -1.905 -1.350
C 0.888 -1.069 1.400
O -1.633 0.698 -3.589
O -1.652 -3.686 0.439
O -0.399 -1.917 -2.257
H -0.210 3.716 2.475
H 3.896 0.975 -1.155
H -1.778 1.063 -1.558
H -3.166 -1.197 -2.405
H -3.177 -2.657 -2.419
H -1.952 -4.038 -0.390
C -0.574 0.279 -0.136
C 2.076 -0.836 0.458
H 4.560 -0.126 -0.011
H -1.158 1.375 -4.058
H 0.470 -2.272 -2.207
C -0.357 -0.276 1.048
H 0.312 2.410 3.220
N -1.666 1.061 -0.545
O -0.041 3.292 3.316
H 2.886 -1.554 0.598
H 4.471 1.715 0.275
H -2.578 0.794 -0.195
H 1.943 1.280 0.304
C -1.358 -0.054 2.169
H -2.365 -0.385 1.939